w:
Below is 2 unconnected molecules or ions with the total composition C4H14N3O, with properties calculated with ωB97M-V/def2-TZVPD.

Structure (XYZ):
```
22
Properties=species:S:1:pos:R:3
C -0.69013 -0.84205 1.78405
C -0.47306 -1.44879 0.38343
C -0.87428 -0.55990 -0.78569
N 0.07319 0.73216 -3.22797
C 0.47900 1.10028 -1.97701
N 0.18830 0.47110 -0.89800
N -0.48604 0.60982 1.72205
H 0.07170 -1.23224 2.45508
H -1.62070 -1.16561 2.24264
H 0.46428 -1.96549 0.23482
H -1.06543 -2.41280 0.38686
H -0.96689 -1.06063 -1.77064
H -1.83863 -0.02377 -0.84219
H 0.32641 1.18439 -4.09147
H -0.91072 0.49021 -3.22031
H 1.33048 1.76470 -1.77684
H -0.38232 1.20247 2.54422
H -1.26658 1.01671 1.18568
H 0.31612 0.91381 1.12759
H 2.68921 0.88107 2.07680
H 2.50784 0.12318 0.78287
O 2.12824 0.22138 1.66403
```

- molecular weight (g mol⁻¹) = 120.18
- HOMO (eV) = -12.974
- multiplicity = 1
- charge = +1
- LUMO energy (eV) = -2.9

---

x:
Below is 2 unconnected molecules or ions with the total composition C4H14N3O, with properties calculated with ωB97M-V/def2-TZVPD.

Structure (XYZ):
```
22
Properties=species:S:1:pos:R:3
C 1.25514 1.41582 -0.08806
C 0.72568 0.31228 0.82484
C -0.66559 -0.06973 0.44438
C -1.68381 0.71787 0.93410
N -3.11381 0.32026 0.83662
N -0.84745 -0.95619 -0.54535
N 2.73793 1.47341 -0.02196
H 0.82447 2.40385 0.04746
H 1.03840 1.09143 -1.10951
H 0.84808 0.55536 1.87761
H 1.33542 -0.57893 0.63302
H -1.49567 1.56858 1.56340
H -3.36842 -0.31635 0.08603
H -3.36475 -0.13089 1.72834
H -3.76871 1.11157 0.76285
H -1.75015 -1.22136 -0.88181
H -0.22692 -1.73803 -0.68031
H 3.01141 2.38145 -0.40700
H 3.02323 1.44313 0.94915
H 1.44622 -3.43623 -2.49183
H 2.24345 -2.67925 -1.54319
O 1.35280 -2.66823 -1.92610
```

- molecular weight (g mol⁻¹) = 120.18
- HOMO (eV) = -12.201
- multiplicity = 1
- charge = +1
- LUMO energy (eV) = -3.6

---

Relative energy of each structure, in kcal/mol: w 0.0; x 6.4.

---

w:
Below is 2 unconnected molecules or ions with the total composition C2H9NO, with properties calculated with ωB97M-V/def2-TZVPD.

Structure (XYZ):
```
13
Properties=species:S:1:pos:R:3
C -1.39243 -0.35949 -0.71804
N -0.41265 0.01962 0.28518
C 0.55097 -1.09780 0.39727
H -2.06814 -1.18083 -0.39232
H -2.02988 0.49120 -0.93511
H -0.80145 -0.81495 -1.55008
H -0.65072 0.11148 1.26680
H 0.02567 -1.98094 0.74843
H 1.47957 -0.88672 1.07463
H 0.97189 -1.37299 -0.54076
H 0.70368 2.25226 0.15938
H 2.08518 2.06518 -0.10270
O 1.53830 2.75398 0.30731
```

- molecular weight (g mol⁻¹) = 63.10
- HOMO (spin up / spin down) (eV) = 1.298 / -5.214
- multiplicity = 2
- charge = -1
- LUMO energy (spin up / spin down) (eV) = 4.4 / 4.5
- <S²> = 0.750

---

x:
Below is a molecular structure, C2H9NO, with properties calculated with ωB97M-V/def2-TZVPD.

Structure (XYZ):
```
13
Properties=species:S:1:pos:R:3
H 1.36986 0.26290 -1.00743
O 2.08021 0.40378 -1.96225
N 0.70335 -0.35743 -0.09962
H 2.99357 0.55897 -1.69869
H 0.52246 -1.24092 -0.44786
C -0.46996 0.47368 0.41261
H -0.61014 1.31432 -0.35583
H -0.13775 0.94608 1.31532
H 1.47566 -0.54658 0.55164
C -1.66620 -0.34177 0.74503
H -2.51783 0.49833 1.01808
H -2.19984 -0.89512 -0.02629
H -1.54339 -1.07624 1.55530
```

- molecular weight (g mol⁻¹) = 63.10
- HOMO (spin up / spin down) (eV) = 1.086 / -5.352
- multiplicity = 2
- charge = -1
- LUMO energy (spin up / spin down) (eV) = 4.4 / 4.5
- <S²> = 0.750

---

Relative energy of each structure, in kcal/mol: w 0.0; x 7.9.